No. 1
{"formula": "C32H42AsCoN4O5S3", "method": "ωB97M-V/def2-TZVPD", "species": ["Co", "C", "N", "C", "C", "O", "C", "O", "C", "C", "O", "N", "C", "C", "H", "H", "H", "H", "H", "H", "H", "H", "H", "H", "H", "H", "H", "H", "H", "H", "O", "As", "C", "C", "C", "C", "C", "C", "C", "C", "C", "C", "C", "C", "C", "C", "C", "C", "C", "C", "H", "H", "H", "H", "H", "H", "H", "H", "H", "H", "H", "H", "H", "H", "H", "C", "N", "C", "C", "N", "C", "S", "H", "H", "H", "H", "H", "H", "H", "H", "C", "O", "C", "S", "S", "H", "H", "H"], "xyz": [[-0.958, -0.197, -0.729], [-1.682, -1.079, 3.856], [-2.532, -1.567, 2.771], [-3.570, -2.512, 3.174], [-2.300, -1.205, 1.524], [-1.348, -0.455, 1.207], [-3.174, -1.699, 0.379], [-2.909, -0.870, -0.751], [-3.854, 0.177, -0.991], [-3.121, 1.503, -0.988], [-1.908, 1.514, -0.679], [-3.787, 2.599, -1.293], [-3.123, 3.903, -1.291], [-5.218, 2.583, -1.600], [-2.298, -0.553, 4.584], [-0.934, -0.400, 3.461], [-1.199, -1.925, 4.347], [-4.180, -2.065, 3.958], [-3.106, -3.417, 3.565], [-4.214, -2.787, 2.345], [-4.236, -1.681, 0.610], [-2.891, -2.719, 0.111], [-4.616, 0.193, -0.208], [-4.332, -0.016, -1.951], [-2.113, 3.798, -0.914], [-3.686, 4.591, -0.661], [-3.090, 4.295, -2.308], [-5.469, 1.772, -2.280], [-5.467, 3.517, -2.094], [-5.819, 2.504, -0.692], [0.692, 0.580, -0.435], [1.702, 1.028, 0.831], [2.850, -0.419, 1.299], [2.307, -1.519, 1.960], [3.120, -2.596, 2.272], [4.465, -2.575, 1.920], [5.001, -1.481, 1.256], [4.193, -0.396, 0.942], [0.763, 1.596, 2.389], [1.273, 1.325, 3.654], [0.625, 1.835, 4.772], [-0.518, 2.605, 4.619], [-1.021, 2.874, 3.350], [-0.378, 2.376, 2.228], [2.712, 2.486, 0.151], [3.625, 3.123, 0.987], [4.347, 4.202, 0.504], [4.148, 4.638, -0.801], [3.231, 4.002, -1.625], [2.504, 2.917, -1.153], [1.256, -1.533, 2.226], [2.711, -3.449, 2.797], [5.101, -3.412, 2.176], [6.049, -1.467, 0.990], [4.611, 0.461, 0.427], [2.167, 0.725, 3.773], [1.019, 1.636, 5.760], [-1.015, 3.008, 5.491], [-1.906, 3.486, 3.239], [-0.763, 2.581, 1.237], [3.771, 2.790, 2.009], [5.059, 4.705, 1.143], [4.711, 5.483, -1.174], [3.080, 4.350, -2.638], [1.786, 2.413, -1.786], [1.676, -4.830, -0.331], [1.776, -3.910, -1.442], [2.691, -4.172, -2.558], [2.454, -2.973, -3.494], [1.369, -2.261, -2.819], [1.053, -2.815, -1.661], [-0.133, -2.288, -0.534], [2.679, -5.090, 0.006], [1.153, -5.742, -0.626], [1.142, -4.357, 0.489], [2.445, -5.124, -3.030], [3.715, -4.224, -2.188], [2.138, -3.286, -4.488], [3.333, -2.337, -3.591], [1.013, -1.344, -3.074], [-2.074, -0.017, -6.314], [-1.333, 0.371, -5.141], [-1.516, -0.301, -4.017], [-2.597, -1.517, -3.812], [-0.394, 0.337, -2.832], [-1.704, 0.629, -7.103], [-3.138, 0.136, -6.150], [-1.891, -1.064, -6.543]], "lumo_energy_ev": -5.36, "total_energy_ha": -6652.47121, "total_charge": 2, "gap_ev": 7.3619, "e_homo_ev": -12.72, "multiplicity": 1}



No. 2
{"formula": "C6H14NO", "method": "ωB97M-V/def2-TZVPD", "species": ["C", "C", "C", "C", "C", "C", "N", "O", "H", "H", "H", "H", "H", "H", "H", "H", "H", "H", "H", "H", "H", "H"], "xyz": [[-0.156, -1.985, 0.150], [-0.130, -0.447, 0.336], [1.257, 1.473, -0.748], [-2.058, 1.273, 0.699], [1.390, -0.068, -0.462], [-1.419, 0.094, -0.081], [2.390, -0.486, 0.321], [-2.169, -0.647, -0.780], [-0.167, -2.369, -0.930], [0.675, -2.500, 0.589], [0.210, -0.115, 1.325], [0.243, 1.700, -1.257], [2.086, 1.721, -1.500], [1.338, 2.202, 0.122], [-2.770, 1.779, 0.124], [-2.585, 0.652, 1.563], [-1.279, 1.863, 1.198], [1.391, -0.634, -1.511], [3.176, -1.132, 0.062], [-0.963, -2.395, 0.756], [2.608, 0.313, 0.937], [-3.069, -0.295, -0.915]], "lumo_energy_ev": -4.82, "total_energy_ha": -366.67750, "total_charge": 1, "gap_ev": 8.1963, "e_homo_ev": -13.02, "multiplicity": 1}



No. 3
{"formula": "C5H9BrN2", "method": "ωB97M-V/def2-TZVPD", "species": ["C", "C", "C", "N", "C", "Br", "C", "N", "H", "H", "H", "H", "H", "H", "H", "H", "H"], "xyz": [[-1.426, 0.575, -0.919], [-1.177, 0.268, 0.501], [0.223, -0.447, 0.771], [0.262, -1.858, 0.649], [1.449, 0.263, -0.491], [3.098, -0.757, -0.287], [1.512, 1.631, -0.133], [1.602, 2.700, 0.276], [-0.576, 1.048, -1.418], [-1.856, -0.364, -1.533], [-2.230, 1.307, -1.000], [-1.886, -0.558, 0.950], [-1.422, 1.085, 1.118], [0.797, -0.133, 1.703], [1.042, -2.440, 0.797], [-0.536, -2.352, 0.478], [1.125, 0.032, -1.461]], "lumo_energy_ev": 0.56, "total_energy_ha": -2879.36660, "gap_ev": 9.6012, "e_homo_ev": -9.04, "multiplicity": 1}



No. 4
{"formula": "C11H19AuIN3O3Se2", "method": "ωB97M-V/def2-TZVPD", "species": ["Au", "C", "Se", "C", "C", "Se", "C", "H", "H", "H", "H", "H", "H", "H", "H", "H", "H", "N", "C", "O", "C", "I", "H", "H", "H", "H", "C", "N", "C", "C", "C", "O", "N", "C", "O", "H", "H", "H", "H", "H"], "xyz": [[0.891, 0.280, -0.513], [-2.371, 0.325, -2.084], [-0.591, -0.230, -2.607], [-0.844, -2.169, -2.675], [-1.559, -2.832, -1.515], [-0.498, -2.895, 0.107], [-1.694, -3.973, 1.164], [-3.064, -0.029, -2.845], [-2.361, 1.412, -2.079], [-2.618, -0.066, -1.102], [0.151, -2.579, -2.844], [-1.419, -2.329, -3.589], [-1.775, -3.871, -1.771], [-2.494, -2.344, -1.244], [-1.758, -4.959, 0.708], [-2.659, -3.473, 1.184], [-1.268, -4.043, 2.161], [3.541, 2.008, -0.928], [3.370, 1.122, -1.888], [2.429, 0.272, -1.898], [4.313, 1.110, -3.041], [3.457, 2.310, -4.586], [2.911, 2.080, -0.135], [4.299, 2.671, -0.984], [4.413, 0.102, -3.427], [5.283, 1.528, -2.792], [0.431, 2.950, 3.810], [-0.217, 1.895, 3.013], [-1.402, 1.352, 3.424], [-2.034, 0.375, 2.744], [-1.436, -0.120, 1.539], [-1.936, -1.050, 0.857], [-0.290, 0.487, 1.139], [0.355, 1.462, 1.856], [1.426, 1.898, 1.406], [0.517, 2.616, 4.841], [-0.159, 3.862, 3.758], [1.419, 3.130, 3.402], [-1.796, 1.758, 4.346], [-2.962, -0.048, 3.092]], "lumo_energy_ev": [-5.59, -8.59], "total_energy_ha": -6056.22985, "total_charge": 2, "gap_ev": [9.0750, 6.0793], "e_homo_ev": [-14.67, -14.67], "multiplicity": 3}



No. 5
{"formula": "C5H3NO2", "method": "ωB97M-V/def2-TZVPD", "species": ["C", "C", "C", "N", "C", "O", "C", "O", "H", "H", "H"], "xyz": [[0.048, 2.312, 0.822], [-0.079, 1.104, 0.180], [0.217, 0.889, -1.287], [0.252, -0.298, -1.642], [0.022, -1.054, -0.478], [0.060, -2.211, -0.494], [-0.196, -0.239, 0.794], [-0.336, -0.730, 1.877], [-0.013, 2.504, 1.967], [0.012, 3.148, 0.083], [0.370, 1.886, -1.807]], "lumo_energy_ev": -1.20, "total_energy_ha": -397.48420, "gap_ev": 8.4327, "e_homo_ev": -9.63, "multiplicity": 1}



No. 6
{"formula": "C7H18N4O2", "method": "ωB97M-V/def2-TZVPD", "species": ["C", "C", "C", "N", "O", "C", "C", "N", "C", "N", "C", "N", "O", "H", "H", "H", "H", "H", "H", "H", "H", "H", "H", "H", "H", "H", "H", "H", "H", "H", "H"], "xyz": [[-1.420, -0.516, -2.189], [-0.977, 0.119, -0.791], [-0.547, 1.476, -1.003], [0.612, 1.919, -1.462], [-1.429, 2.419, -0.920], [0.025, -0.746, 0.152], [-0.917, -1.478, 1.194], [0.749, -1.647, -0.662], [1.015, 0.088, 0.867], [2.272, -0.716, 1.120], [1.004, 1.290, 1.448], [-0.125, 2.025, 1.468], [2.124, 1.752, 1.998], [-0.626, -1.170, -2.500], [-1.534, 0.277, -2.814], [-2.303, -1.160, -2.274], [-1.977, 0.092, -0.221], [1.395, 1.353, -1.619], [0.678, 2.887, -1.512], [-2.369, 2.126, -0.806], [-1.490, -2.329, 0.767], [-1.563, -0.691, 1.533], [-0.482, -1.820, 2.180], [1.171, -1.052, -1.428], [0.043, -2.287, -1.068], [2.157, -1.586, 0.522], [3.085, -0.156, 0.999], [2.124, -1.024, 2.171], [-0.886, 1.609, 1.933], [0.232, 2.882, 1.795], [1.948, 2.258, 2.789]], "lumo_energy_ev": -6.86, "total_energy_ha": -646.37600, "total_charge": 2, "gap_ev": 9.7036, "e_homo_ev": -16.56, "multiplicity": 1}



What did the sixth record say?
{"formula": "C7H18N4O2", "method": "ωB97M-V/def2-TZVPD", "species": ["C", "C", "C", "N", "O", "C", "C", "N", "C", "N", "C", "N", "O", "H", "H", "H", "H", "H", "H", "H", "H", "H", "H", "H", "H", "H", "H", "H", "H", "H", "H"], "xyz": [[-1.420, -0.516, -2.189], [-0.977, 0.119, -0.791], [-0.547, 1.476, -1.003], [0.612, 1.919, -1.462], [-1.429, 2.419, -0.920], [0.025, -0.746, 0.152], [-0.917, -1.478, 1.194], [0.749, -1.647, -0.662], [1.015, 0.088, 0.867], [2.272, -0.716, 1.120], [1.004, 1.290, 1.448], [-0.125, 2.025, 1.468], [2.124, 1.752, 1.998], [-0.626, -1.170, -2.500], [-1.534, 0.277, -2.814], [-2.303, -1.160, -2.274], [-1.977, 0.092, -0.221], [1.395, 1.353, -1.619], [0.678, 2.887, -1.512], [-2.369, 2.126, -0.806], [-1.490, -2.329, 0.767], [-1.563, -0.691, 1.533], [-0.482, -1.820, 2.180], [1.171, -1.052, -1.428], [0.043, -2.287, -1.068], [2.157, -1.586, 0.522], [3.085, -0.156, 0.999], [2.124, -1.024, 2.171], [-0.886, 1.609, 1.933], [0.232, 2.882, 1.795], [1.948, 2.258, 2.789]], "lumo_energy_ev": -6.86, "total_energy_ha": -646.37600, "total_charge": 2, "gap_ev": 9.7036, "e_homo_ev": -16.56, "multiplicity": 1}